Molecular formula: C6H12O
Method: DFT, ωB97M-V with the def2-TZVPD basis set

```
! wB97M-V def2-TZVPD RIJCOSX def2/J DEFGRID3
* xyz 0 1
H 0.20825 -1.10909 -1.85591
H 2.65358 -0.40479 -1.66401
C 2.41673 -0.40566 -0.59479
C -1.29596 -0.97349 -0.17337
H 0.88283 0.96465 1.64714
C 0.51947 0.12616 1.04317
H -2.72553 1.19241 1.25887
H -1.02850 -1.98876 0.14047
C -0.46867 -0.47817 -1.28096
H -1.88308 1.83712 -0.14753
H -1.24294 2.13401 1.46782
H -2.36425 -0.92788 -0.40411
C -0.88926 0.11728 0.79236
H -0.77723 0.43691 -1.77046
H 2.39678 -1.44555 -0.23188
H 3.19972 0.14384 -0.06445
H 0.95138 -0.82487 1.39773
C -1.72110 1.37042 0.84160
O 1.16778 0.23546 -0.40172
*
```

* HOMO (alpha / beta): -6.3 / -6.3 eV
* energy above the lowest of the compared OMol25 structures with the same formula, charge and spin: 492.39 kJ/mol
* E: -310.87173 Eh
* M: 100.16 g/mol
* gap between HOMO and LUMO (alpha / beta): 0.262 / 0.261 Ha

natural (NBO) population analysis, charges in e, atoms 1 to 5: 0.189 0.196 -0.277 -0.500 0.209

Molecular formula: C3H10SSi
Method: DFT, ωB97M-V with the def2-TZVPD basis set

```
! wB97M-V def2-TZVPD RIJCOSX def2/J DEFGRID3
* xyz 0 1
Si -1.16985 -0.20103 -0.00963
S 1.85391 1.42037 -0.07611
C 1.19588 -0.06125 0.57157
H -1.53640 2.28756 -0.22194
H -1.30445 -1.20163 1.07932
C 1.79692 -1.26087 -0.01590
H 1.52094 -1.33746 -1.03862
H 1.45100 -2.12824 0.56974
H 2.85335 -1.23831 -0.09062
H 2.48240 0.80532 -1.12350
C -2.03098 1.40304 0.26903
H 1.07969 -0.08995 1.63133
H -2.09509 1.60116 1.27756
H -1.35259 -0.69685 -1.41334
H -3.00261 1.50065 -0.26908
*
```

* HOMO: -7.5 eV
* energy above the lowest of the compared OMol25 structures with the same formula, charge and spin: 121.02 kJ/mol
* E: -807.89837 Eh
* M: 106.27 g/mol
* gap between HOMO and LUMO: 0.309 Ha

natural (NBO) population analysis, charges in e, atoms 1 to 5: 1.008 -0.019 -0.565 0.263 -0.178

Molecular formula: C32H44BrN3P2PbS
Method: DFT, ωB97M-V with the def2-TZVPD basis set

```
! wB97M-V def2-TZVPD RIJCOSX def2/J DEFGRID3
* xyz 2 1
H 0.19977 -3.25532 2.03975
H -4.98852 -4.07550 -0.89967
H 2.72968 3.06710 -4.22590
C -0.28506 4.44508 -1.08632
C -3.04105 -3.19836 -0.75937
H 4.47472 -0.39543 -2.26484
C -0.49234 1.30814 6.80127
H -0.12098 1.75862 3.40499
H -3.75367 -0.51568 -1.63495
H 3.56752 0.33353 -3.59267
C 3.40589 4.26138 -1.23294
H 2.05819 -2.93287 -0.08321
Br -4.74940 0.05861 1.65071
C 4.06242 -2.63054 -0.82732
C 2.55395 3.48303 -3.22949
H -0.68499 -2.05761 -3.48636
C -1.73414 2.64386 0.76268
H -3.95687 -1.87412 -3.79367
H -3.85461 -0.14168 -4.08942
C -1.43996 4.51328 -0.66274
H -0.65068 1.87365 7.71600
P -1.82533 -1.94286 -1.36734
H -4.14007 4.91503 -0.05804
C -0.23655 -2.28894 3.76017
C -2.87367 -0.71047 -2.26636
H 1.52531 0.61317 -2.14089
H -0.64286 2.52586 0.68480
C 1.03281 4.36555 -1.59676
H -1.63861 -4.86151 -2.58402
H 2.07625 5.16267 0.18028
C -1.42991 -4.08124 -3.32110
H 3.19278 -2.28596 1.11413
C -4.51273 2.95759 0.87182
H -0.20780 -4.26144 3.37716
H -2.50448 -4.15650 -0.71821
H 5.23062 1.06316 1.37363
C -0.15040 -0.12497 4.44123
H -0.45480 -0.65582 7.78343
H -0.67933 -4.49243 -4.00517
C 3.26103 0.62151 0.68194
C -0.20133 -0.79689 5.67785
C -0.21554 1.27338 4.38152
H -3.24062 -2.88521 0.27736
C -4.36947 -3.37972 -1.48067
C -3.71882 3.98413 0.28763
H -4.94294 -2.45053 -1.57041
C -3.29763 -1.00392 -3.70236
H -2.33935 -3.92633 -3.91088
C 2.28725 -0.16595 -1.95209
C -2.34896 3.76372 0.14225
C 2.89148 -2.22377 0.05845
C -3.87786 1.76857 1.24419
H -5.57040 3.12933 1.01546
H -0.49573 3.06105 5.53891
Pb -0.39001 -0.15539 0.88177
H 4.27605 4.48613 -0.60841
H 0.45762 3.65897 -3.61513
H 3.12496 1.59082 0.17581
H 3.91157 1.30901 -2.17418
H -2.44683 -1.15702 -4.37328
H -2.26287 0.20816 -2.24621
C 1.25481 3.83856 -2.89135
C 4.74760 0.28383 0.77076
N 3.59639 3.60777 -2.38960
N -0.32587 -3.35871 2.91135
C -0.41241 1.97965 5.57272
H 1.95465 -1.06827 -2.49267
H 5.25843 0.28862 -0.20196
N -0.22881 -1.02205 3.34427
S -0.21290 -2.54742 5.47855
C 3.64471 0.29148 -2.49590
P 2.15963 -0.56519 -0.16301
C 2.15450 4.66678 -0.78817
H -4.25999 -3.81048 -2.48322
C -0.88023 -2.80167 -2.70273
C -0.37911 -0.08995 6.85911
H 0.08456 -3.02278 -2.21677
H -2.11352 0.79341 1.91364
H 4.29680 -3.67810 -0.60737
H 3.83723 -2.57724 -1.89781
H 4.98069 -2.06729 -0.62005
H 4.94431 -0.67118 1.27469
C -2.50014 1.67375 1.36088
H 2.84600 0.73645 1.69988
*
```

* HOMO: -13.5 eV
* energy above the lowest of the compared OMol25 structures with the same formula, charge and spin: 161.09 kJ/mol
* E: -5257.19356 Eh
* M: 851.84 g/mol
* gap between HOMO and LUMO: 0.245 Ha

Mulliken population analysis, charges in e, atoms 1 to 5: 0.098 0.425 0.400 -0.552 -0.670

Molecular formula: C36H46BN2O3PS6SbTc
Method: DFT, ωB97M-V with the def2-TZVPD basis set

```
! wB97M-V def2-TZVPD RIJCOSX def2/J DEFGRID3
* xyz 0 1
S 1.39741 -1.52132 -1.31285
S 3.38017 -2.68452 1.22180
C 3.87687 0.09281 -0.14298
H 0.62033 0.32715 -3.74757
H -3.32470 -2.75964 4.50682
H 4.88209 -0.41980 1.67559
H 1.10817 3.09596 -0.72252
H -3.23036 1.15734 3.97037
H -6.38104 2.42195 0.16318
H 1.92286 0.43172 2.61225
H -2.25912 2.30464 -4.84918
H -0.04394 2.70117 -2.01733
H -0.87619 4.80825 1.04803
H 2.95082 0.91712 -1.90817
C -1.52536 0.48079 -4.00653
H 0.23058 -1.77148 -4.22965
H 5.73427 1.87433 2.06812
C 4.24803 -2.25781 -1.79285
H -1.92256 3.24195 -0.48895
C 4.05702 2.39803 -0.82764
H 0.99290 -2.52353 6.16299
H -1.45361 3.40439 1.96301
C 0.98294 0.85242 2.97892
O -1.68801 0.94617 -2.64014
H -5.48862 2.42415 2.73612
N -3.48885 0.92538 0.58133
S -0.98607 -4.44184 2.41507
C 5.19183 -3.25865 -1.58352
C 1.26475 2.11483 3.80162
H 0.38830 1.12079 2.10609
O -1.73295 -1.33979 -2.50363
Sb -1.09923 -3.56601 0.38682
H -3.64744 -1.37986 3.49364
C 5.73986 -3.22945 -3.92803
H -3.34671 -1.33142 -5.42967
H 0.33431 2.57203 4.14934
B -1.75761 -0.15841 -1.81534
C -0.10110 0.82614 -4.40211
H -5.10045 -1.30126 5.50830
C 0.27219 -0.20124 3.79163
C 0.40127 -1.91223 5.49191
H -4.50136 1.11682 -1.27815
H -1.02823 -2.98998 -4.41982
C 3.57238 1.11455 -1.04150
Tc -1.71299 -0.01189 0.31243
H 2.08702 -0.82632 4.71986
H 6.32446 -3.60452 -4.75970
C -3.22694 -1.67402 4.45543
P 3.31748 -1.62126 -0.38134
H 5.32466 -3.66116 -0.58748
H -1.44922 -2.86376 6.00059
C -4.51153 1.33012 -0.21927
C -0.73287 3.73961 1.21672
C 1.01065 -0.96699 4.68230
S -0.87118 -4.57814 -1.56708
H -3.53200 1.12510 -4.52199
H 3.30351 -0.97957 -3.25811
C -2.50801 1.24218 -4.87506
H 6.67157 -4.52068 -2.48981
C 4.04509 -1.75156 -3.07772
C 5.12937 1.66366 1.19424
S 0.30843 -1.40719 0.44059
C 4.78815 -2.23902 -4.14170
H -0.79392 -1.76368 -5.68520
H 0.06655 4.36583 -1.40019
O -0.95594 1.58710 0.17059
C 4.65720 0.37491 0.97596
H -3.68676 -1.42519 6.56445
C -1.80544 -1.06823 -3.91557
C 4.83007 2.67516 0.29288
H 0.03776 1.90433 -4.30567
C -1.11144 -0.38965 3.72123
H 4.62080 -1.85116 -5.13865
C -0.78033 -1.94332 -4.60583
H 0.10431 0.54146 -5.43595
C -3.20472 -1.47378 -4.35573
H -3.97132 -0.90964 -3.82008
C 0.11879 3.30970 -1.12755
C -4.03932 -1.05476 5.59909
C -1.74784 -1.35171 4.52121
H -3.94402 0.03270 5.62058
C -0.96618 -2.09537 5.40302
H 1.86490 1.87804 4.68263
H -2.45406 0.90250 -5.91279
C -3.78616 1.33970 1.87163
H 3.82241 3.18514 -1.53438
C -4.99773 1.99703 1.87230
N -1.83772 0.30146 2.69840
H 5.19377 3.68155 0.46512
S -2.93332 -1.87739 0.45742
C 5.93916 -3.73963 -2.65372
C -0.93540 3.01510 -0.08943
H 0.27575 3.57683 1.60113
C -2.92042 0.93470 2.94964
C -5.46033 1.99654 0.53383
H 1.81103 2.85635 3.21207
H -3.34163 -2.52989 -4.12016
*
```

* HOMO: -8.0 eV
* energy above the lowest of the compared OMol25 structures with the same formula, charge and spin: 30.17 kJ/mol
* E: -4811.19655 Eh
* M: 1008.72 g/mol
* gap between HOMO and LUMO: 0.210 Ha

Mulliken population analysis, charges in e, atoms 1 to 5: -0.040 -0.405 0.692 0.195 0.555

Molecular formula: C4H3NO
Method: DFT, ωB97M-V with the def2-TZVPD basis set

```
! wB97M-V def2-TZVPD RIJCOSX def2/J DEFGRID3
* xyz 0 1
O 1.52872 0.58429 0.64512
C 1.32459 -0.63558 0.32569
H 0.08312 2.16064 1.02488
C 0.26455 1.11314 0.94217
C -0.70148 0.15337 0.67739
C -0.05895 -1.04374 0.36732
H 1.52238 -1.73308 -2.47322
H -1.72852 0.07502 0.73033
N 1.03908 -1.81631 0.01039
*
```

* HOMO (alpha / beta): -6.9 / -9.3 eV
* energy above the lowest of the compared OMol25 structures with the same formula, charge and spin: 852.91 kJ/mol
* E: -283.84825 Eh
* M: 81.07 g/mol
* gap between HOMO and LUMO (alpha / beta): 0.251 / 0.351 Ha

natural (NBO) population analysis, charges in e, atoms 1 to 5: -0.382 0.541 0.206 0.038 -0.370

Molecular formula: C23H47N3O7
Method: DFT, ωB97M-V with the def2-TZVPD basis set

```
! wB97M-V def2-TZVPD RIJCOSX def2/J DEFGRID3
* xyz 0 1
C -3.58269 -0.99643 -3.85143
H 2.84184 -1.61509 3.29671
H 2.74239 4.80925 -9.39867
H -0.33282 -3.64800 5.03733
H 4.58904 0.48945 8.40854
C 3.64157 0.41636 7.88190
C 2.90717 -2.72323 5.20604
C 1.52183 -2.86390 5.77589
C -2.05808 -0.54922 2.93675
H 3.79539 -0.05994 6.91746
H 3.88431 2.84420 9.26921
C -1.14141 -1.76329 3.14272
C -1.78269 0.09460 -8.11075
C -2.38063 1.38021 -6.15823
H 0.89963 -3.41365 3.78507
O 0.83001 1.61964 -8.88080
C 3.21044 -1.54585 4.31455
C 1.91171 1.82228 7.01585
H -2.06852 0.04345 3.85127
H 1.53539 -3.76782 6.38444
C 4.99892 -2.05894 5.57397
C 3.10074 4.35787 -8.47591
O 6.11559 -2.12921 5.98332
H -2.55421 -1.02789 -4.19723
H -3.06694 2.14766 -5.75737
N -2.61297 1.09464 -7.44990
H -3.23323 2.28610 -9.05655
H -3.82597 0.05993 -3.73275
C -3.53384 -1.32664 0.03283
N 2.39316 3.11839 -8.23010
H -2.46220 -1.54210 0.09781
H 1.82093 2.22279 -6.41884
H -4.23601 -1.41531 -4.61476
H -4.99805 -0.20320 1.10021
C 2.70798 2.33774 -7.04223
H 1.26207 3.31063 -9.92796
O 1.31670 0.86349 6.55424
H -4.38030 1.02175 -8.57357
H -4.85845 -0.32068 -1.28932
O -1.51976 0.86127 -5.47266
H -4.71461 -2.24677 -2.53828
H -0.71713 -1.26722 5.20716
H -3.67368 -1.98063 2.63290
H 0.59306 -0.90462 4.10071
H 3.05087 1.34279 -7.32577
O 3.29051 -3.95833 4.64073
H 3.69382 -3.81798 3.77697
C 0.45289 -2.98263 4.68296
C 3.77275 2.90537 8.18507
H 4.76423 2.98061 7.73479
H -4.17839 2.46635 -7.56798
H -0.73927 0.40555 -8.07685
H 2.88966 -0.63996 4.82818
H 2.95186 -0.20508 8.45306
C -3.51922 -0.90540 2.55353
H 2.93687 5.05976 -7.65602
H 3.20943 3.80394 7.94214
C -3.83908 -0.71286 -1.33341
H -4.05886 -2.27908 0.14318
C -3.65758 1.75238 -8.20344
C -3.76661 -1.70911 -2.49249
H -1.72727 -2.67539 3.27835
H -1.88712 -0.86671 -7.60421
H -1.65032 0.08696 2.15115
H 1.54303 2.85567 6.90475
C -3.92454 -0.38575 1.17613
H -0.53959 -1.92856 2.24426
N 3.07602 1.73996 7.68128
H -4.17167 -0.42879 3.28822
H -3.14726 0.11271 -1.50772
H 1.31655 -2.02220 6.44036
C -0.18624 -1.63637 4.32717
H 3.48728 2.84364 -6.47824
H -3.41829 0.56402 0.98707
C 1.44441 2.65547 -9.05976
H 4.17258 4.17324 -8.56988
O 3.88060 -2.42894 6.24626
H -2.09858 -0.00287 -9.14627
O 4.65598 -1.56612 4.35352
H -2.96514 -2.42837 -2.32661
*
```

* HOMO: -8.9 eV
* energy above the lowest of the compared OMol25 structures with the same formula, charge and spin: 0.00 kJ/mol
* E: -1595.53454 Eh
* M: 477.64 g/mol
* structure (SMILES): CCCCCCCCCCC[C@@]1(O)COC(=O)O1.CN(C)C=O.CN(C)C=O.CN(C)C=O
* gap between HOMO and LUMO: 0.354 Ha

Mulliken population analysis, charges in e, atoms 1 to 5: -1.187 0.424 0.290 0.477 0.381

Molecular formula: C39H53ClMoOP4
Method: DFT, ωB97M-V with the def2-TZVPD basis set

```
! wB97M-V def2-TZVPD RIJCOSX def2/J DEFGRID3
* xyz 2 3
H -1.26198 -3.24431 -0.16382
H 0.41023 4.16893 1.78524
H 2.63469 1.90063 3.90711
C 2.11388 -0.82527 0.41253
H -1.91118 -1.99406 -1.81468
C -3.40583 -2.89929 -3.06300
C 1.98029 -0.69536 -0.93576
C 4.83444 -1.23549 -1.29589
C 0.18688 3.20956 1.32326
H -1.64636 0.42360 -4.77691
C 0.33245 3.48458 -3.50702
C -2.73553 -1.82836 -2.49183
H -2.13356 0.65060 0.45263
C 1.52570 -0.71972 3.69062
H 4.80471 -2.07987 -0.61355
C 2.89941 2.30767 0.99598
C -1.52152 0.43772 -0.41058
H 3.53104 1.25349 -2.79171
H 2.48074 -0.45117 3.20174
H 2.76780 -3.37419 -2.41537
H 0.24580 3.30884 0.24341
H 5.60174 -1.41788 -2.04390
H -3.09195 -3.91009 -2.84157
H 0.90941 1.98519 4.23936
Mo 0.61625 -0.32898 1.62560
H -0.77447 -0.45111 -2.66078
H -0.92620 -4.03327 3.63797
H 1.41691 -3.75695 0.41883
H 0.88316 4.34384 -3.15022
C -4.23814 -0.30060 -3.59412
C 3.36789 0.31433 -3.31263
H -1.44623 -2.34359 3.85715
H -6.25757 2.31654 0.64216
H 4.19216 0.13367 -3.99789
C -3.14060 -0.52725 -2.76590
H -4.36679 0.84550 0.17669
O 0.07587 -0.87075 -2.47593
C -3.66553 1.99897 -1.51060
C 0.67776 -0.12477 -1.39812
P 3.23139 -1.03408 -2.10723
P -2.31853 0.85304 -1.92141
H 4.78468 -0.24707 7.04470
C -3.91219 3.11227 -2.31350
H -5.17274 4.80241 -2.66727
C -4.48302 -2.67286 -3.90772
C -1.56560 -3.09782 0.86991
H 2.74748 2.17785 -0.07313
Cl -1.44541 0.35257 2.80081
C -0.23609 1.95697 -5.27453
H 0.79463 -4.84066 1.67963
H -1.99190 -4.02554 1.24526
C 3.18183 -1.53435 7.65757
C 2.95014 -2.53878 -3.08583
C -4.99280 3.93712 -2.04456
C 1.70337 2.36966 3.60704
C -0.23936 0.02947 -0.19058
H 3.81201 -2.76199 -3.71102
H -5.00780 -3.50719 -4.35226
C 3.28798 -0.40349 5.51609
C 1.93747 -2.04604 7.32908
H -2.31682 -2.31393 0.90856
H 1.77729 3.44966 3.71586
H 0.82715 0.86558 -1.83722
P -0.12177 -2.57517 1.86412
C -0.62476 -2.99037 3.56597
H 2.07534 -2.38858 -3.71084
C 3.83563 -0.67944 6.77119
H 3.66223 1.60778 1.32614
C -4.52540 1.71063 -0.45034
H 1.15657 3.57441 -5.48542
H 5.08324 -0.33972 -0.73513
H 2.44322 0.38412 -3.87907
H 3.62673 -1.79038 8.60753
H -4.58154 0.70624 -3.78887
C 1.35511 -1.72593 6.10988
C 0.48501 3.05145 -4.81810
P 1.34747 1.91385 1.87950
H 3.23157 3.32466 1.19256
C -0.53770 2.82448 -2.65545
C -5.60217 2.54169 -0.18736
H -5.74763 -1.19628 -4.81570
H -0.12932 1.62619 -6.29873
C 2.05267 -0.95373 5.12725
H 0.66584 -0.15767 4.07837
H -6.67823 4.30208 -0.77088
C -1.10483 1.28734 -4.42526
C -1.25676 1.71842 -3.11056
C -4.89931 -1.37354 -4.16936
H 3.04840 -1.18209 0.83882
H -0.66565 3.17138 -1.64013
H 1.41263 -2.70052 8.01748
H -0.82268 2.90536 1.58613
H 3.84123 0.23463 4.84473
H 0.21055 -2.79823 4.23140
H 2.02591 -3.62330 2.07080
C -5.83685 3.65600 -0.98023
H -3.25813 3.34597 -3.14127
H 0.36879 -2.13318 6.01467
C 1.14567 -3.83272 1.46940
*
```

* HOMO (alpha / beta): -12.4 / -12.4 eV
* E: -3486.35921 Eh
* M: 793.14 g/mol
* gap between HOMO and LUMO (alpha / beta): 0.242 / 0.225 Ha

Mulliken population analysis, charges in e, atoms 1 to 5: 0.302 0.598 0.263 0.370 -0.094

Molecular formula: C5H13N2O
Method: DFT, ωB97M-V with the def2-TZVPD basis set

```
! wB97M-V def2-TZVPD RIJCOSX def2/J DEFGRID3
* xyz 1 1
H -0.49552 -2.30790 -0.06247
C -2.47513 -1.98283 0.64635
C 1.68107 2.49231 -1.72073
H -2.80580 -2.97837 0.35261
C -0.41460 -0.54384 0.92678
H -2.87921 -1.76581 1.62540
H 1.19170 3.34824 -2.16624
O 1.67850 -1.46552 0.65599
H 2.50491 2.86419 -1.10549
H 2.12017 1.86039 -2.49626
H -3.06098 -1.36034 -0.04161
C 0.99160 -0.49916 0.38149
H 0.59759 2.57300 0.00617
N 1.51479 0.66614 -0.04295
C 0.79768 1.74154 -0.69027
N -1.00178 -1.93435 0.74211
H -0.81525 -2.52804 1.55028
H 2.50491 0.63234 -0.20573
H -1.20556 0.18303 0.73986
H -0.15519 1.43520 -1.10527
H -0.27388 -0.43022 2.00997
*
```

* HOMO: -13.7 eV
* energy above the lowest of the compared OMol25 structures with the same formula, charge and spin: 145.67 kJ/mol
* E: -382.80616 Eh
* M: 117.17 g/mol
* structure (SMILES): CCNC(=O)C[NH2+]C
* gap between HOMO and LUMO: 0.375 Ha

natural (NBO) population analysis, charges in e, atoms 1 to 5: 0.454 -0.454 -0.611 0.249 -0.325